No. 1
C44H53N2O2SSeTa | ωB97M-V/def2-TZVPD

- LUMO (hartree) = -0.26410
- electronic energy (hartree) = -4824.5312
- total charge = +2
- orbital gap (eV) = 6.317
- energy above the lowest of the compared OMol25 structures with the same formula, charge and spin (kcal/mol) = 27.9
- molar mass (g/mol) = 933.89

Each line ends with the Mulliken charge.
CARTESIAN COORDINATES (ANGSTROEM)
Ta: 0.533 1.710 0.647  0.40
C: -4.059 -4.432 1.161  -1.43
C: -2.870 -4.382 2.149  1.74
C: -1.879 -5.492 1.743  -1.50
C: -3.389 -4.645 3.573  -1.67
C: -2.310 -2.970 2.019  -1.00
C: -1.222 -2.730 1.190  -0.17
C: -0.585 -1.478 1.279  0.05
Se: 1.183 -1.183 0.450  0.07
C: 0.545 -1.107 -1.439  0.20
C: 0.273 -2.251 -2.202  -0.61
C: -0.011 -2.078 -3.566  -0.18
C: -0.060 -0.755 -4.045  -0.79
C: -0.128 0.391 -3.245  -0.43
C: 0.395 0.178 -1.939  1.03
O: 0.807 1.241 -1.131  -0.71
C: -0.492 1.802 -3.748  2.20
C: -1.450 2.422 -2.751  -1.45
C: -1.241 1.611 -5.069  -2.10
C: 0.752 2.660 -4.011  -1.32
C: -0.264 -3.246 -4.569  1.83
C: 0.524 -3.130 -5.900  -1.63
C: 0.000 -4.597 -3.906  -1.73
C: -1.747 -3.225 -4.932  -1.37
C: -1.215 -0.420 1.953  1.54
O: -0.561 0.837 1.882  -0.39
C: -2.479 -0.556 2.579  -1.15
C: -2.879 -1.874 2.670  -0.19
C: -3.303 0.641 3.152  2.32
C: -3.743 1.574 1.970  -1.07
C: -2.531 1.420 4.227  -1.20
C: -4.571 0.101 3.768  -2.33
H: -4.488 -5.480 1.254  0.41
H: -4.893 -3.710 1.447  0.29
H: -3.766 -4.220 0.144  0.36
H: -2.478 -6.450 1.842  0.43
H: -1.631 -5.381 0.643  0.29
H: -0.973 -5.527 2.374  0.35
H: -3.757 -5.683 3.759  0.40
H: -2.611 -4.484 4.341  0.39
H: -4.301 -4.049 3.884  0.34
H: -0.872 -3.527 0.590  0.19
H: 0.398 -3.225 -1.757  0.58
H: -0.262 -0.650 -5.095  0.48
H: -2.310 1.766 -2.530  0.30
H: -0.893 2.629 -1.860  -0.07
H: -1.872 3.375 -3.032  0.50
H: -2.028 0.827 -5.085  0.40
H: -1.693 2.553 -5.386  0.43
H: -0.537 1.394 -5.882  0.41
H: 1.187 2.985 -3.042  0.09
H: 1.468 2.065 -4.614  0.35
H: 0.433 3.597 -4.480  0.40
H: 1.613 -3.024 -5.743  0.36
H: 0.306 -4.098 -6.432  0.44
H: 0.254 -2.266 -6.564  0.29
H: 1.072 -4.810 -3.686  0.34
H: -0.520 -4.682 -2.947  0.33
H: -0.335 -5.424 -4.614  0.41
H: -2.073 -2.350 -5.550  0.30
H: -1.932 -4.131 -5.540  0.45
H: -2.417 -3.254 -4.060  0.31
H: -3.762 -2.049 3.286  0.30
H: -2.835 1.766 1.316  -0.14
H: -4.577 1.115 1.401  0.41
H: -4.034 2.526 2.380  0.42
H: -1.550 1.724 3.841  -0.02
H: -3.063 2.308 4.589  0.43
H: -2.270 0.820 5.094  0.39
H: -5.135 -0.531 3.077  0.52
H: -4.371 -0.459 4.713  0.39
H: -5.247 0.928 4.091  0.41
S: 6.051 1.987 3.931  -0.09
C: 4.621 1.765 2.903  1.13
C: 4.589 1.292 1.595  -0.47
C: 3.515 1.479 0.758  -0.67
N: 2.402 2.185 1.238  0.04
C: 2.308 2.359 2.642  -0.01
C: 3.434 2.296 3.413  -0.97
C: 7.402 1.606 2.803  0.43
C: 8.131 2.706 2.283  -0.29
C: 8.958 2.477 1.201  -0.36
N: 9.121 1.288 0.623  -0.52
C: 8.412 0.273 1.084  -0.22
C: 7.597 0.357 2.236  -0.49
H: 5.375 0.662 1.183  0.37
H: 3.583 1.325 -0.333  0.53
H: 1.389 2.863 3.031  0.21
H: 3.387 2.573 4.466  0.44
H: 8.020 3.713 2.625  0.42
H: 9.521 3.283 0.731  0.39
H: 8.503 -0.631 0.508  0.43
H: 7.135 -0.558 2.577  0.51
C: -1.186 6.150 0.842  -0.38
C: -0.477 5.769 -0.259  -1.01
C: -0.092 4.442 -0.468  0.07
C: -0.228 3.523 0.659  0.68
C: -0.936 3.973 1.793  0.28
C: -1.359 5.283 1.923  -0.91
H: -1.550 7.171 0.960  0.42
H: -0.230 6.441 -1.065  0.46
H: 0.323 4.139 -1.455  0.30
H: -1.177 3.259 2.614  0.11
H: -1.815 5.598 2.834  0.50

No. 2
C44H53N7O9PSTl | ωB97M-V/def2-TZVPD

- LUMO (hartree) = 0.10749
- electronic energy (hartree) = -3680.9235
- total charge = -2
- orbital gap (eV) = 2.476
- energy above the lowest of the compared OMol25 structures with the same formula, charge and spin (kcal/mol) = 44.3
- molar mass (g/mol) = 1091.37

Each line ends with the Mulliken charge.
CARTESIAN COORDINATES (ANGSTROEM)
Tl: -12.438 14.604 13.184  0.96
O: -8.974 15.808 10.958  -0.58
C: -8.599 15.145 10.083  0.39
C: -7.816 14.688 9.053  0.32
C: -6.617 15.326 8.687  -1.03
C: -5.835 14.832 7.652  -0.29
C: -5.985 13.489 7.164  -0.95
C: -7.200 12.787 7.540  -0.09
C: -8.107 13.429 8.380  0.42
P: -9.541 12.577 8.818  0.35
C: -10.463 12.145 7.223  -0.05
C: -11.651 12.795 6.900  -0.25
C: -12.368 12.490 5.772  -0.50
C: -11.783 11.606 4.858  -0.27
C: -10.618 10.937 5.126  -0.93
C: -9.941 11.236 6.338  0.38
C: -9.138 10.912 9.417  0.30
C: -10.095 9.931 9.191  -0.63
C: -9.910 8.586 9.625  -0.61
C: -8.708 8.298 10.260  -0.46
C: -7.856 9.327 10.638  -0.47
C: -7.991 10.636 10.177  -0.59
H: -6.321 16.214 9.161  0.44
H: -4.978 15.420 7.160  0.23
H: -5.239 13.042 6.472  0.29
H: -7.429 11.784 7.239  0.15
H: -12.084 13.524 7.634  0.29
H: -13.345 12.946 5.592  0.39
H: -12.255 11.440 3.883  0.30
H: -10.242 10.206 4.367  0.31
H: -9.022 10.714 6.596  0.23
H: -11.014 10.160 8.669  0.39
H: -10.621 7.789 9.484  0.43
H: -8.404 7.247 10.346  0.31
H: -6.972 8.984 11.188  0.35
H: -7.251 11.420 10.343  0.45
N: -11.214 17.079 17.192  -0.44
C: -11.901 16.249 16.388  0.57
N: -13.229 16.004 16.548  0.08
O: -11.263 15.677 15.473  -0.57
H: -11.666 17.574 17.927  0.15
H: -10.227 17.027 17.159  0.27
H: -13.803 16.403 17.306  0.22
H: -13.786 15.733 15.701  -0.26
C: -15.826 15.774 10.362  -0.98
C: -15.989 14.550 9.510  -1.51
C: -15.663 13.181 10.173  2.76
C: -15.559 12.081 9.026  -0.79
C: -15.809 10.626 9.532  -1.22
C: -16.905 12.802 11.017  -0.51
O: -18.036 12.705 10.568  -0.70
N: -16.648 12.376 12.307  0.33
C: -15.315 12.159 12.851  0.02
O: -15.144 11.546 13.920  -0.92
N: -14.306 12.700 12.172  -0.06
C: -14.314 13.239 10.960  -0.04
O: -13.318 13.805 10.431  -0.78
H: -16.270 16.667 9.816  0.44
H: -14.782 16.068 10.532  0.22
H: -16.376 15.687 11.323  0.07
H: -15.262 14.671 8.712  0.32
H: -16.932 14.496 8.931  0.47
H: -14.510 12.244 8.664  0.11
H: -16.306 12.284 8.240  0.44
H: -15.695 9.865 8.703  0.43
H: -16.774 10.563 10.049  0.33
H: -15.018 10.238 10.256  0.20
H: -17.455 12.053 12.843  0.26
C: -9.445 9.760 16.674  -1.06
C: -8.491 10.940 16.696  -0.25
C: -8.720 12.062 17.749  -0.75
C: -9.662 13.142 17.268  -1.35
N: -11.009 12.724 16.969  0.24
C: -11.487 12.424 15.677  -0.48
S: -10.503 12.298 14.355  -0.18
N: -12.818 12.179 15.565  0.66
C: -13.803 12.405 16.568  -0.13
C: -14.139 11.159 17.421  -0.35
C: -15.544 11.358 18.098  -0.54
C: -16.700 10.628 17.511  -1.07
H: -9.495 9.319 15.674  0.22
H: -10.502 9.847 17.045  0.14
H: -9.011 8.963 17.289  0.43
H: -8.570 11.470 15.730  0.02
H: -7.475 10.604 16.797  0.52
H: -7.781 12.542 17.940  0.40
H: -9.045 11.651 18.720  0.37
H: -9.318 13.606 16.363  0.62
H: -9.800 13.962 17.962  0.47
H: -11.544 12.377 17.784  0.17
H: -13.192 11.787 14.673  0.14
H: -14.692 12.628 15.993  -0.54
H: -13.645 13.312 17.208  0.38
H: -13.365 10.879 18.144  0.31
H: -14.161 10.320 16.724  0.34
H: -15.725 12.445 18.172  0.31
H: -15.314 11.084 19.138  0.38
H: -16.686 10.444 16.450  0.26
H: -17.658 11.220 17.730  0.19
H: -16.916 9.625 17.931  0.35
O: -15.387 17.802 13.346  -0.81
C: -15.539 16.678 13.873  -0.35
O: -14.719 15.733 14.020  -0.31
C: -16.922 16.449 14.599  0.23
C: -17.815 17.528 14.612  -0.73
C: -18.999 17.456 15.318  -0.48
C: -19.384 16.258 15.884  -0.59
C: -18.497 15.160 15.840  0.41
C: -17.229 15.239 15.230  0.11
N: -19.032 13.897 16.371  0.99
O: -18.520 12.866 15.903  -0.53
O: -19.879 13.996 17.286  -0.62
H: -17.577 18.359 13.987  0.52
H: -19.655 18.282 15.485  0.40
H: -20.343 16.208 16.437  0.36
H: -16.564 14.354 15.208  0.24